Entry 1:
An isolated molecule of C24H28N4OS. Source: the OMol25 dataset; level of theory: wB97M-V/def2-TZVPD.

## Properties
**SMILES**: CCN(CC)c1ccc(NC(=O)CSc2nc(C3CC3)nc3ccccc23)cc1C
**ΔE to the lowest compared entry with this formula, charge and spin**: 61.8 kJ/mol
**Electronic energy**: -44186.26212 eV
**Frontier orbital gap**: 7.50 eV

Last column: Löwdin charge in e.
Element x y z (Å)
C (5.754, 0.795, -1.958)  -0.081
H (5.958, -0.261, -1.802)  0.077
H (6.191, 1.360, -1.139)  0.062
H (6.234, 1.111, -2.881)  0.070
C (4.248, 1.028, -2.057)  -0.249
N (3.545, 0.387, -0.961)  -0.141
C (2.218, -0.015, -1.220)  -0.215
C (1.378, 0.692, -2.079)  -0.015
C (0.095, 0.267, -2.359)  -0.009
C (-0.385, -0.892, -1.766)  -0.220
C (0.449, -1.613, -0.918)  0.018
C (1.742, -1.202, -0.643)  -0.199
C (2.614, -2.053, 0.232)  -0.044
H (2.443, -1.834, 1.286)  0.082
H (2.392, -3.106, 0.073)  0.078
H (3.661, -1.869, 0.005)  0.076
H (0.085, -2.530, -0.471)  0.120
N (-1.679, -1.383, -1.989)  0.107
C (-2.771, -0.666, -2.364)  -0.570
O (-2.758, 0.419, -2.898)  0.056
C (-4.088, -1.430, -2.209)  -0.346
H (-4.206, -2.145, -3.026)  0.087
H (-4.906, -0.711, -2.235)  0.090
S (-4.221, -2.411, -0.686)  0.998
C (-3.565, -1.246, 0.454)  -0.500
N (-3.183, -0.108, -0.053)  0.123
C (-2.558, 0.781, 0.746)  -0.279
N (-2.317, 0.595, 2.018)  0.195
C (-2.743, -0.553, 2.582)  -0.205
C (-2.524, -0.781, 3.955)  -0.008
C (-2.945, -1.947, 4.532)  -0.071
C (-3.596, -2.936, 3.778)  -0.077
C (-3.823, -2.749, 2.441)  -0.047
C (-3.404, -1.561, 1.825)  -0.156
H (-4.325, -3.495, 1.841)  0.092
H (-3.918, -3.846, 4.261)  0.104
H (-2.778, -2.117, 5.586)  0.105
H (-2.024, -0.012, 4.523)  0.112
C (-2.113, 2.003, 0.075)  -0.202
C (-1.998, 3.280, 0.867)  -0.102
C (-0.763, 2.571, 0.444)  -0.114
H (-0.169, 2.983, -0.357)  0.093
H (-0.203, 2.037, 1.195)  0.099
H (-2.275, 3.226, 1.908)  0.097
H (-2.270, 4.199, 0.373)  0.100
H (-2.420, 2.050, -0.961)  0.129
H (-1.862, -2.276, -1.547)  0.104
H (-0.539, 0.834, -3.019)  0.105
H (1.734, 1.601, -2.540)  0.113
C (3.770, 0.954, 0.357)  -0.220
C (3.291, 2.401, 0.519)  -0.062
H (3.379, 2.702, 1.560)  0.074
H (3.885, 3.085, -0.082)  0.065
H (2.249, 2.485, 0.220)  0.054
H (3.237, 0.334, 1.078)  0.106
H (4.838, 0.892, 0.583)  0.110
H (3.885, 0.566, -2.979)  0.122
H (4.056, 2.109, -2.122)  0.108

Entry 2:
A structure of composition C24H28N5O9SV. Source: the OMol25 dataset; level of theory: wB97M-V/def2-TZVPD.

## Properties
**ΔE to the lowest compared entry with this formula, charge and spin**: 91.0 kJ/mol
**Total charge**: +2
**Electronic energy**: -87729.32750 eV
**Frontier orbital gap**: 4.87 eV

Last column: Löwdin charge in e.
Element x y z (Å)
V (1.732, 1.151, 0.725)  1.183
C (2.734, 2.943, -1.468)  0.026
O (1.951, 2.834, -0.232)  -0.336
C (1.428, 4.144, 0.252)  -0.071
C (0.221, 4.581, -0.528)  -0.197
O (-0.792, 3.625, -0.362)  -0.191
C (-1.935, 3.918, -1.163)  -0.059
H (3.266, 3.889, -1.426)  0.121
H (2.056, 2.887, -2.311)  0.100
H (3.447, 2.124, -1.471)  0.095
H (2.262, 4.834, 0.153)  0.147
H (1.201, 3.999, 1.307)  0.137
H (0.457, 4.728, -1.589)  0.140
H (-0.079, 5.556, -0.121)  0.155
H (-2.356, 4.892, -0.904)  0.102
H (-2.678, 3.149, -0.960)  0.085
H (-1.674, 3.908, -2.225)  0.099
O (4.020, 3.197, 2.022)  -0.155
S (3.655, 1.843, 2.169)  0.566
O (1.935, 1.859, 2.224)  -0.238
O (3.616, 1.088, 0.804)  -0.328
O (4.086, 1.012, 3.217)  -0.143
C (2.559, -3.147, 2.350)  0.067
N (2.706, -2.569, 0.996)  0.011
C (3.340, -3.216, -0.026)  0.026
C (3.489, -2.657, -1.247)  0.056
C (2.923, -1.370, -1.471)  -0.294
N (2.300, -0.750, -0.446)  0.154
C (2.254, -1.336, 0.747)  -0.447
O (1.767, -0.590, 1.670)  -0.025
N (2.939, -0.761, -2.643)  0.239
H (2.903, -4.176, 2.309)  0.108
H (1.511, -3.117, 2.636)  0.108
H (3.158, -2.578, 3.056)  0.116
H (3.718, -4.202, 0.207)  0.156
H (3.997, -3.188, -2.037)  0.137
H (3.374, -1.193, -3.443)  0.145
H (2.351, 0.055, -2.780)  0.100
O (0.581, 0.905, -2.179)  0.070
C (-0.160, 0.493, -1.309)  -0.502
N (-1.300, -0.188, -1.381)  0.212
C (-1.872, -0.611, -0.096)  -0.245
C (-0.964, 0.138, 0.883)  -0.331
O (-1.018, 0.218, 2.062)  0.202
N (0.115, 0.694, 0.086)  0.054
C (-1.563, -2.086, 0.190)  -0.149
C (-2.160, -2.686, 1.293)  0.002
C (-1.857, -3.999, 1.613)  -0.037
C (-0.960, -4.724, 0.834)  -0.062
C (-0.363, -4.127, -0.265)  -0.076
C (-0.657, -2.803, -0.584)  -0.035
C (-3.339, -0.240, -0.008)  -0.170
C (-4.205, -0.881, -0.890)  -0.027
C (-5.554, -0.568, -0.892)  -0.047
C (-6.047, 0.377, 0.001)  -0.052
C (-5.190, 1.002, 0.890)  -0.048
C (-3.833, 0.698, 0.889)  -0.019
H (-1.739, -0.390, -2.268)  0.185
H (-2.866, -2.129, 1.897)  0.136
H (-2.333, -4.465, 2.465)  0.120
H (-0.749, -5.758, 1.072)  0.116
H (0.309, -4.696, -0.895)  0.109
H (-0.199, -2.355, -1.458)  0.109
H (-3.834, -1.646, -1.565)  0.125
H (-6.222, -1.068, -1.580)  0.117
H (-7.102, 0.614, 0.008)  0.117
H (-5.574, 1.727, 1.595)  0.117
H (-3.183, 1.187, 1.602)  0.113